# C5H11NO4

A cluster of 2 separate species, C5H11NO4 in total at a distorted geometry (the ωB97M-V functional and the def2-TZVPD basis, the OMol25 dataset).

```
21
Properties=species:S:1:pos:R:3:forces:R:3:nbo_charge:R:1
O -2.533 -0.897 0.541 -0.1 -0.1 0.2 -0.40
O 0.690 0.183 -1.333 1.4 0.2 0.6 -0.52
O 1.936 -0.432 0.495 0.3 -0.2 -0.1 -0.55
O -1.754 -1.392 -1.543 -0.3 -0.4 1.0 -0.53
N -3.203 0.155 -0.069 -1.3 1.2 0.8 -0.11
C 0.075 1.285 -0.680 -0.9 -0.3 -0.3 -0.27
C -1.793 -1.585 -0.362 0.6 0.3 -1.3 0.64
C -4.051 0.676 0.740 0.7 -0.8 -0.5 -0.11
C 2.000 -0.003 -0.840 -0.8 0.3 -0.4 0.24
C 3.232 -0.572 1.042 -0.2 0.5 0.5 -0.26
H 0.605 2.218 -0.854 0.2 0.2 -0.2 0.16
H 3.876 -1.254 0.484 -0.1 -0.1 -0.1 0.17
H 3.083 -0.948 2.051 0.1 -0.1 0.0 0.20
H 2.604 0.919 -0.908 -0.2 0.2 0.1 0.12
H 2.489 -0.738 -1.468 0.0 -0.5 -0.2 0.15
H -1.185 -2.306 0.181 0.0 -0.3 0.2 0.13
H -4.628 1.508 0.370 0.1 0.1 -0.2 0.20
H 3.736 0.407 1.114 -0.1 -0.2 -0.1 0.17
H -4.254 0.301 1.749 0.2 0.0 -0.3 0.18
H 0.015 1.119 0.396 -0.1 0.0 0.0 0.18
H -0.940 1.357 -1.107 0.4 0.0 0.3 0.21
```
Forces are in eV/Å.

## Properties
Charge: 0
SMILES: C=NOC=O.COCOC
2S+1: 1
Orbital gap, eV: 10.96
Electronic energy, eV: -15040.117
E_HOMO, eV: -10.1